[1]
{"formula": "C30H51IN4O3PSTi", "method": "ωB97M-V/def2-TZVPD", "s_squared": 0.77, "homo_lumo_gap_ev": [3.04, 2.88], "spin_multiplicity": 2, "total_charge": 2, "de_lowest_kcal_mol": 47.3, "elements": ["Ti", "C", "C", "N", "C", "C", "S", "C", "C", "N", "H", "H", "H", "H", "H", "H", "H", "H", "H", "H", "H", "H", "H", "H", "C", "C", "N", "C", "C", "C", "O", "C", "C", "N", "C", "C", "C", "C", "C", "C", "I", "C", "O", "H", "H", "H", "H", "H", "H", "H", "H", "H", "H", "H", "H", "C", "C", "P", "C", "C", "C", "C", "H", "H", "H", "H", "H", "H", "H", "H", "H", "H", "H", "H", "H", "H", "H", "C", "C", "O", "C", "C", "H", "H", "H", "H", "H", "H", "H", "H", "H", "H"], "coordinates": [[-1.53859, -0.80776, 2.71251], [-0.74897, -1.21244, -0.14535], [-1.83810, -0.16181, -0.13251], [-2.84997, -0.31811, 0.97524], [-3.98584, -1.20504, 0.68519], [-3.94554, -2.54208, 1.41230], [-2.52924, -2.98252, 2.60415], [-1.17697, -3.90340, 1.58314], [0.09012, -3.14368, 1.26100], [-0.13778, -1.65527, 1.11541], [0.03736, -0.85570, -0.83988], [-1.14028, -2.09717, -0.77335], [-2.37721, 0.05361, -1.04859], [-1.44219, 0.80383, 0.13317], [-3.26258, 0.58709, 1.15764], [-4.07051, -1.27992, -0.46171], [-4.92343, -0.65998, 1.09158], [-4.08818, -3.39245, 0.68057], [-4.84009, -2.57195, 2.11616], [-1.81750, -4.06313, 0.67175], [-0.97634, -4.88630, 2.09969], [0.55703, -3.50876, 0.31943], [0.81888, -3.08876, 2.09630], [0.81539, -1.21120, 1.10529], [-0.45433, 3.37478, 0.73048], [0.59818, 2.65330, 1.54610], [1.80556, 3.17226, 1.48750], [2.76908, 2.64075, 2.24570], [2.62563, 1.58053, 3.13283], [3.73435, 1.42117, 4.13501], [3.03741, 1.29117, 5.35065], [1.30336, 0.99653, 3.20639], [0.99136, -0.09897, 4.14637], [-0.17747, -0.73327, 4.17311], [-0.80576, -1.46986, 5.20703], [-0.07247, -2.03479, 6.25380], [-0.69988, -2.51345, 7.39877], [-2.09587, -2.58523, 7.38137], [-2.81952, -2.34534, 6.14272], [-2.20308, -1.65407, 5.09347], [-3.67229, 0.15383, 4.30546], [0.31557, 1.47961, 2.32748], [-0.90053, 0.98521, 2.29095], [-0.21413, 3.21649, -0.32620], [-0.31658, 4.47488, 0.89296], [-1.47170, 3.03433, 0.90379], [3.70527, 3.26723, 2.25870], [4.40569, 2.31993, 4.08246], [4.24640, 0.43629, 3.98522], [3.52322, 1.66034, 6.10368], [1.83303, -0.37101, 4.81883], [1.02128, -1.86360, 6.19792], [-0.12164, -2.69584, 8.26425], [-2.75431, -2.98236, 8.13887], [-3.91694, -2.62096, 6.07321], [4.28249, -0.91133, -2.33583], [4.81994, -0.26868, -3.62204], [3.58356, 0.26620, -4.83113], [2.93243, 1.94220, -4.60322], [3.50313, 2.77995, -3.49458], [4.64321, 0.39337, -6.34418], [5.58210, 1.53018, -6.40314], [5.05168, -0.88585, -1.57529], [3.71758, -1.83208, -2.50199], [3.45312, -0.25126, -1.91504], [5.53236, -0.97075, -4.11498], [5.58330, 0.56372, -3.48497], [1.84716, 1.85947, -4.43083], [2.97639, 2.46525, -5.62801], [3.05156, 2.56008, -2.54974], [3.42071, 3.86358, -3.73435], [4.60628, 2.64444, -3.38555], [3.90816, 0.39740, -7.22242], [5.17468, -0.63737, -6.41313], [5.01482, 2.50774, -6.32765], [6.10717, 1.64322, -7.30284], [6.35646, 1.40568, -5.65265], [-3.80100, 2.33059, -1.96774], [-4.63153, 1.17905, -2.37128], [-3.68656, 0.14140, -2.81611], [-4.33877, -0.78689, -3.74542], [-4.07506, -0.46042, -5.19876], [-4.41992, 3.15619, -1.51331], [-3.34078, 2.73091, -2.88984], [-2.98182, 2.14960, -1.27890], [-5.23664, 1.38583, -3.29897], [-5.31971, 0.83379, -1.57586], [-5.40292, -0.87167, -3.55915], [-3.87559, -1.71617, -3.42859], [-3.96836, 0.62368, -5.42375], [-4.80432, -0.97467, -5.81105], [-3.11367, -0.87334, -5.61578]], "mulliken_charge": [-0.220, -1.185, 0.793, 0.240, -0.122, -0.890, -0.090, -0.748, -0.646, -0.011, 0.589, 0.306, 0.088, -0.618, 0.487, -0.149, 0.444, 0.439, 0.384, 0.407, 0.510, 0.385, 0.424, 0.364, -1.343, 0.384, -0.551, -0.947, 0.449, -0.630, -0.529, 0.084, 0.059, 0.749, 1.573, -0.702, -0.671, -0.749, -0.230, -1.032, 0.083, 0.872, -0.381, 0.274, 0.481, 0.265, 0.267, 0.451, 0.229, 0.320, 0.407, 0.343, 0.480, 0.445, 0.385, -1.013, -0.496, -0.005, -0.496, -1.101, -0.496, -1.008, 0.380, 0.340, 0.069, 0.375, 0.302, 0.377, 0.385, 0.294, 0.341, 0.262, 0.322, 0.309, 0.188, 0.423, 0.252, -0.785, -0.269, -0.349, -0.525, -1.158, 0.362, 0.302, -0.111, 0.525, 0.196, 0.448, 0.388, 0.286, 0.373, 0.301]}

***

[2]
{"formula": "C41H97F3N5O9S", "method": "ωB97M-V/def2-TZVPD", "s_squared": 0.75, "homo_lumo_gap_ev": [2.49, 8.13], "spin_multiplicity": 2, "total_charge": 2, "elements": ["C", "C", "O", "H", "H", "H", "H", "H", "C", "C", "C", "C", "N", "C", "C", "C", "C", "C", "H", "H", "H", "H", "H", "H", "H", "H", "H", "H", "H", "H", "H", "H", "H", "H", "H", "H", "H", "H", "C", "C", "C", "C", "N", "C", "C", "C", "C", "C", "H", "H", "H", "H", "H", "H", "H", "H", "H", "H", "H", "H", "H", "H", "H", "H", "H", "H", "H", "H", "C", "O", "C", "C", "N", "H", "H", "C", "C", "O", "C", "H", "H", "H", "H", "H", "H", "H", "H", "H", "H", "H", "H", "H", "H", "C", "O", "C", "C", "N", "H", "H", "C", "C", "O", "C", "H", "H", "H", "H", "H", "H", "H", "H", "H", "H", "H", "H", "H", "H", "C", "C", "N", "C", "C", "C", "C", "C", "O", "C", "H", "H", "H", "H", "H", "H", "H", "H", "H", "H", "H", "H", "H", "H", "H", "H", "H", "H", "H", "H", "C", "F", "F", "F", "S", "O", "O", "O"], "coordinates": [[0.17582, 0.40905, -2.63438], [0.03536, 0.44210, -1.00537], [-1.27906, 0.27767, -0.54432], [1.20919, 0.53067, -2.95911], [-0.42440, 1.24140, -3.00184], [-0.16555, -0.55677, -3.00687], [0.49864, 1.36347, -0.65244], [0.66205, -0.34147, -0.57949], [-8.89644, -2.54313, 0.46022], [-8.32462, -2.48664, -0.95064], [-6.92107, -1.97899, -0.94071], [-6.25905, -2.08143, -2.33972], [-4.82954, -1.44565, -2.43048], [-3.76416, -2.19948, -1.68108], [-2.62573, -2.49695, -2.58449], [-2.80001, -1.61796, -3.79494], [-4.32350, -1.50677, -3.86614], [-4.89522, 0.01715, -1.91127], [-8.26989, -3.09561, 1.16043], [-9.87735, -3.00839, 0.55743], [-8.95707, -1.55773, 0.92217], [-9.02399, -1.96603, -1.60482], [-8.27249, -3.56138, -1.12476], [-6.27271, -2.56252, -0.28709], [-6.87908, -1.00371, -0.45578], [-6.84080, -1.44438, -3.00593], [-6.21754, -3.10711, -2.70627], [-3.36002, -1.50668, -0.94297], [-4.10772, -3.03565, -1.07208], [-1.64492, -2.38678, -2.12192], [-2.73935, -3.56405, -2.77551], [-2.35563, -0.65301, -3.55101], [-2.36550, -2.02129, -4.70961], [-4.88629, -0.66468, -4.26894], [-4.70493, -2.41170, -4.33913], [-5.75989, 0.54585, -2.31240], [-4.01506, 0.57404, -2.23268], [-4.90089, 0.00099, -0.82140], [7.86575, -3.72449, 0.42407], [6.52236, -3.11035, -0.04326], [5.33153, -4.04074, -0.33174], [4.05805, -3.26879, -0.88861], [2.75414, -4.10151, -1.11921], [2.97673, -5.01595, -2.34828], [2.35321, -4.36835, -3.60123], [1.24619, -3.55148, -3.04247], [1.63911, -3.08829, -1.66643], [2.29728, -4.69440, 0.25826], [8.62527, -2.94354, 0.38743], [8.20122, -4.64319, -0.05714], [7.81847, -3.95914, 1.48746], [6.77269, -2.52189, -0.92596], [6.18271, -2.41490, 0.72426], [5.12467, -4.56448, 0.60154], [5.58048, -4.85700, -1.00986], [4.23128, -2.83365, -1.87285], [3.72973, -2.48794, -0.20262], [2.42689, -5.94755, -2.21452], [4.01710, -5.33406, -2.41554], [1.99513, -5.00621, -4.40932], [3.19590, -3.78547, -3.97301], [0.30667, -4.08938, -3.16926], [1.21229, -2.69117, -3.71091], [0.77090, -3.10425, -1.00761], [2.02983, -2.07598, -1.76975], [1.60471, -5.48513, -0.03016], [1.87271, -3.92453, 0.90258], [3.08742, -5.31062, 0.68727], [-5.24564, -1.82186, 2.44194], [-4.46737, -0.94595, 1.51277], [-3.75410, 0.02626, 2.29465], [-2.43810, -0.45914, 2.90427], [-1.73402, -1.32000, 1.82114], [-2.41159, -1.98467, 1.47589], [-1.65640, -0.78049, 0.97083], [-0.37070, -1.97799, 2.17579], [-0.49807, -2.90613, 3.30566], [-0.54554, -2.15989, 4.51667], [-0.71327, -2.86368, 5.71732], [-4.76622, -2.58679, 3.05281], [-5.94074, -2.40624, 1.83907], [-5.73584, -1.20597, 3.19592], [-4.40054, 0.62226, 2.93884], [-3.52338, 0.74739, 1.51053], [-2.56490, -1.06928, 3.79856], [-1.70806, 0.30381, 3.17454], [0.19247, -1.06009, 2.34429], [-0.06352, -2.43603, 1.23561], [0.39663, -3.52650, 3.35815], [-1.38551, -3.53845, 3.27885], [-0.66017, -2.20009, 6.58041], [0.18215, -3.45196, 5.91792], [-1.59604, -3.50115, 5.66773], [-3.02166, 7.00665, -2.18027], [-2.24024, 5.76908, -2.41090], [-1.35775, 5.58545, -1.33104], [-1.00168, 4.08057, -1.20386], [-2.19583, 3.16761, -1.00229], [-2.75751, 3.07065, -1.83608], [-1.89719, 2.20343, -0.96670], [-3.16386, 3.42583, 0.16264], [-2.53042, 3.36204, 1.59208], [-1.62384, 4.41783, 1.76822], [-1.21351, 4.59255, 3.14778], [-3.65953, 7.25172, -3.02948], [-2.51532, 7.92314, -1.87730], [-3.82590, 6.81437, -1.47012], [-1.76699, 5.96229, -0.39369], [-0.46449, 6.12755, -1.64136], [-0.33129, 3.88831, -0.36618], [-0.54961, 3.74300, -2.13648], [-4.06313, 2.82122, 0.04484], [-3.40461, 4.48856, 0.13532], [-2.04240, 2.40004, 1.74860], [-3.37360, 3.43977, 2.27846], [-0.49772, 5.41052, 3.22938], [-0.81105, 3.72443, 3.66978], [-2.10652, 4.85425, 3.71537], [1.44148, 2.30592, 2.14781], [2.50281, 3.04476, 1.37366], [3.85337, 2.32507, 1.29887], [3.57067, 0.98909, 0.56904], [4.83402, 3.14772, 0.33469], [6.29130, 2.70400, 0.02927], [4.55383, 2.06905, 2.63057], [4.95309, 3.26179, 3.48812], [3.90876, 4.18880, 3.61718], [4.12249, 5.37781, 4.32112], [1.30518, 1.25924, 1.87580], [0.46675, 2.79225, 2.18617], [1.68439, 2.28856, 3.21025], [2.69044, 4.02914, 1.80249], [2.12197, 3.24671, 0.37253], [3.03238, 0.23018, 1.13686], [4.52491, 0.54183, 0.29071], [3.05089, 1.26955, -0.34707], [4.84422, 4.13393, 0.79879], [4.24003, 3.13479, -0.57915], [7.07941, 2.65786, 0.78083], [6.73537, 3.33650, -0.73940], [6.34099, 1.69812, -0.38766], [5.38060, 1.41254, 2.35937], [3.83939, 1.37455, 3.07254], [5.84307, 3.75906, 3.10242], [5.26010, 2.90040, 4.46957], [5.16541, 5.68380, 4.23865], [3.98386, 5.06987, 5.35748], [3.46190, 6.21045, 4.07938], [4.05798, 1.96780, -3.78441], [3.04719, 2.20895, -2.97825], [3.52572, 2.09949, -5.03633], [5.00028, 2.87954, -3.61190], [4.79881, 0.21367, -3.48827], [5.60093, -0.13682, -4.62884], [5.56957, 0.40075, -2.24139], [3.68845, -0.75629, -3.34547]], "mulliken_charge": [-0.737, 0.934, -0.351, 0.146, 0.379, -0.308, -0.573, -0.080, -1.380, -0.346, 0.065, -1.095, 1.246, -0.552, 0.634, -0.444, -0.910, -1.288, 0.332, 0.391, 0.352, 0.341, 0.284, -0.052, 0.432, 0.377, 0.402, -0.481, 0.027, -0.749, 0.500, -0.023, 0.549, 0.462, 0.442, 0.314, 0.596, 0.048, -1.436, -0.228, -0.634, -0.629, 0.976, -0.680, -0.902, -0.303, 0.758, -1.252, 0.385, 0.348, 0.352, 0.344, 0.171, 0.326, 0.329, 0.475, 0.162, 0.377, 0.280, 0.508, 0.248, 0.378, 0.237, -0.858, -0.322, 0.431, 0.304, 0.455, -0.906, 0.206, -0.841, -0.292, 2.156, -0.040, -1.493, 2.043, -1.645, -0.236, -0.807, 0.301, 0.128, 0.332, 0.693, -0.558, 0.394, 0.479, -0.190, -0.794, 0.201, 0.463, 0.251, 0.350, 0.311, -0.805, -0.395, -0.995, -0.097, 1.230, 0.585, -1.052, -1.132, -0.023, -0.285, -0.959, 0.317, 0.339, 0.300, 0.410, 0.544, -0.159, 0.772, 0.449, 0.286, -0.059, 0.758, 0.288, 0.350, 0.374, 0.421, -1.061, 0.353, -1.077, -0.201, -1.265, -0.791, -1.029, -0.171, -0.847, -0.189, -0.980, 0.745, 0.650, 0.650, 0.284, 0.502, 0.099, 0.458, 0.387, 0.310, 0.440, 0.191, 0.519, 0.605, 0.497, 0.495, 0.328, 0.310, 0.279, 0.500, -0.124, -0.257, -0.224, 1.055, -0.658, -0.623, -0.620]}

***

[3]
{"formula": "C3H9NO4", "method": "ωB97M-V/def2-TZVPD", "homo_lumo_gap_ev": 9.09, "spin_multiplicity": 1, "de_lowest_kcal_mol": 58.2, "elements": ["C", "C", "C", "N", "O", "O", "O", "O", "H", "H", "H", "H", "H", "H", "H", "H", "H"], "coordinates": [[1.24756, -0.06549, 0.07637], [-1.18168, 0.39209, 0.13553], [-0.37178, -0.73844, 0.56327], [-1.52302, 0.49800, -1.19047], [1.33838, -0.11168, -1.30899], [2.12644, -0.96002, 0.68405], [1.58805, 1.25542, 0.44049], [-2.40730, -0.47366, 1.09848], [1.97112, 0.56449, -1.59374], [3.01382, -0.85112, 0.30715], [1.59629, 1.30822, 1.40292], [-2.86414, -1.05796, 0.47942], [-1.06307, 1.31923, 0.69676], [-0.93445, 0.02198, -1.85861], [-1.92006, 1.37820, -1.48310], [-0.39739, -1.61287, -0.07499], [-0.21877, -0.86638, 1.62545]], "mulliken_charge": [0.466, 0.136, -0.664, -0.399, -0.522, -0.492, -0.547, -0.672, 0.319, 0.317, 0.323, 0.274, 0.317, 0.242, 0.213, 0.350, 0.339]}

***

[4]
{"formula": "C4H29N2O10", "method": "ωB97M-V/def2-TZVPD", "homo_lumo_gap_ev": 9.46, "spin_multiplicity": 1, "total_charge": -1, "de_lowest_kcal_mol": 0.0, "elements": ["N", "C", "C", "C", "O", "C", "N", "H", "H", "H", "H", "H", "H", "H", "H", "H", "H", "H", "H", "H", "O", "H", "H", "O", "H", "H", "O", "H", "H", "O", "H", "H", "O", "H", "H", "O", "H", "H", "O", "H", "H", "O", "H", "H", "O"], "coordinates": [[-2.45643, -0.41802, 0.23982], [-1.30530, -1.30960, -0.01926], [-1.18004, -2.40567, 1.06163], [0.27510, -2.80097, 1.47457], [1.20369, -2.81987, 0.42293], [-1.51012, -1.97477, -1.38405], [-1.41413, -1.05620, -2.52522], [-2.21795, 0.29334, 0.91818], [-3.25450, -0.95881, 0.55606], [-0.38969, -0.69452, -0.03747], [-1.69695, -2.11813, 1.97254], [-1.67444, -3.32029, 0.69763], [0.72617, -2.12628, 2.23623], [0.20856, -3.82382, 1.88398], [-0.76165, -2.77478, -1.51680], [-2.48006, -2.47672, -1.44656], [-1.75240, -0.13457, -2.28164], [-0.43335, -0.91533, -2.73494], [0.59709, 2.62668, -1.94790], [1.61138, 1.58052, -2.41930], [1.55034, 2.52257, -2.17984], [2.51195, 1.17421, 2.74294], [2.09706, -0.06977, 1.82319], [1.98101, 0.36393, 2.76367], [1.73761, -1.95379, 0.32340], [3.42500, -0.78023, 0.57172], [2.49831, -0.52864, 0.43717], [-0.20749, 2.66249, 1.95004], [1.05753, 2.99580, 1.05672], [0.15386, 3.29884, 1.30346], [2.14858, -1.55401, -2.21029], [2.27713, -0.43439, -1.05133], [2.17771, -0.59283, -2.06099], [2.46184, 1.29146, 0.38976], [2.28286, 2.56136, -0.54558], [2.48056, 2.28410, 0.38352], [-3.81601, -1.40874, -2.86172], [-3.93913, -0.59703, -1.54613], [-4.44002, -1.13323, -2.18185], [-1.65370, 2.38094, -0.93875], [-0.57314, 3.25547, -0.31187], [-0.97084, 3.02150, -1.18113], [-0.92740, 0.57991, 3.52275], [0.48327, 0.93069, 2.95456], [-0.45199, 1.28621, 3.07374]], "mulliken_charge": [-0.628, 1.522, -0.876, -0.474, -0.621, -1.517, -0.656, 0.176, 0.300, -0.273, 0.385, 0.334, 0.199, 0.291, 0.389, 0.459, 0.255, 0.341, 0.475, 0.308, -0.794, 0.296, 0.472, -0.788, 0.463, 0.073, -1.098, 0.409, 0.454, -0.796, 0.263, 0.491, -0.733, 0.417, 0.422, -0.842, 0.353, 0.318, -0.692, 0.275, 0.495, -0.796, 0.275, 0.447, -0.774]}

***

Taking the records one at a time from the top gives M values of 753.575 893.314 123.108 265.280 Da.